(1)
{"formula": "C4H4O", "method": "ωB97M-V/def2-TZVPD", "species": ["O", "C", "C", "C", "C", "H", "H", "H", "H"], "xyz": [[-2.028221, 0.030067, 0.284910], [0.670739, 0.713533, 0.129562], [-0.488391, -0.308051, 0.163790], [0.794197, -0.701303, 0.679466], [0.522132, -0.433090, -0.800234], [-2.002043, 0.790841, -0.268280], [0.878009, -0.537463, -1.788542], [1.309990, -1.277825, 1.420743], [0.343590, 1.723293, 0.178581]], "forces_ev_per_a": [[4.588, -2.238, 0.627], [-0.663, -1.969, 0.287], [-4.770, 1.247, 0.372], [-0.310, 1.578, 0.320], [0.926, 0.671, -0.499], [-0.393, 1.170, -0.752], [0.126, -0.813, -0.501], [0.097, -0.147, -0.280], [0.399, 0.500, 0.426]], "gap_ev": 9.52, "total_charge": 0, "energy_ev": -6253.4328, "homo_ev": -8.63, "de_lowest_kj_mol": 573.75, "smiles": "O[C@]12[C@@H]3[C@H]1[C@@H]32"}

=====

(2)
{"formula": "C20H27Cl2F5MnN2O7SSi2", "method": "ωB97M-V/def2-TZVPD", "species": ["Mn", "Cl", "Cl", "S", "Si", "Si", "F", "F", "F", "F", "F", "O", "O", "O", "O", "O", "O", "O", "N", "N", "C", "C", "C", "C", "C", "C", "C", "C", "C", "C", "C", "C", "C", "C", "C", "C", "C", "C", "C", "C", "H", "H", "H", "H", "H", "H", "H", "H", "H", "H", "H", "H", "H", "H", "H", "H", "H", "H", "H", "H", "H", "H", "H", "H", "H", "H", "H"], "xyz": [[-0.553905, 0.571275, -0.293649], [-1.033499, 2.770369, -2.192408], [-3.175720, -3.025787, -2.159332], [-2.706393, 2.633195, 1.504468], [0.766608, 0.289637, 2.809814], [0.831632, -0.597204, -3.271727], [-4.047791, -0.449525, 0.028771], [-0.745901, -3.997573, 2.419647], [-2.922844, -3.071675, 3.709605], [-4.554908, -1.262500, 2.542089], [-0.227868, -3.174498, -0.083331], [-3.899565, 2.793228, 0.702188], [-2.944846, 2.464242, 2.927127], [-1.778214, 1.511606, -1.891376], [-1.816870, 1.556880, 0.996964], [0.131820, 2.735860, -1.327497], [-0.646824, 2.777381, -3.570239], [-1.863791, 3.893620, -1.890211], [0.801729, 0.170363, 1.096458], [0.792211, -0.300652, -1.571478], [4.481301, -0.516800, -0.841014], [-1.726782, 4.120807, 1.323636], [-1.254356, -2.636538, 0.556867], [-2.657465, -2.636073, 2.479743], [-0.890822, 0.120562, 3.653188], [1.921937, 0.598759, -4.243049], [-0.817181, -0.522349, -4.185177], [-3.481842, -1.698525, 1.895706], [4.491545, -0.128023, 0.480261], [2.031662, -0.320259, -0.918586], [1.369187, -2.381167, -3.640456], [2.042233, -0.004482, 0.479905], [-1.532283, -3.100310, 1.826358], [3.275287, 0.125683, 1.119074], [-3.183701, -1.255690, 0.618788], [-2.065704, -1.701191, -0.074607], [1.736198, -1.111404, 3.646307], [-2.097973, -1.686041, -1.574892], [1.421151, 1.964444, 3.393353], [3.261931, -0.605902, -1.518225], [1.452183, -2.538700, -4.721209], [-1.255738, -0.904297, 3.613325], [3.305701, 0.438521, 2.155596], [-0.787551, 3.874338, 0.837626], [3.298410, -0.885523, -2.562026], [-1.665498, 0.803766, 3.310396], [1.847144, 1.920328, 4.400863], [2.710872, -1.328546, 3.206566], [-2.273830, 4.824968, 0.704378], [-2.498624, -0.766283, -1.986252], [5.422074, -0.016595, 1.026356], [-0.549756, -0.359350, -5.235306], [0.600228, -3.065910, -3.267486], [-1.460777, 0.299624, -3.882837], [-0.693304, 0.340152, 4.710192], [1.874972, -0.893532, 4.710273], [2.784514, 0.952751, -3.677366], [2.173634, 2.362206, 2.711306], [1.319852, 1.468369, -4.510368], [0.584099, 2.668659, 3.415562], [-1.550360, 4.531165, 2.316648], [1.133309, -2.022500, 3.578002], [-1.380734, -1.457891, -4.135584], [2.311431, -2.666883, -3.174807], [5.403835, -0.733322, -1.369220], [2.276763, 0.125197, -5.165077], [-1.112249, -1.884452, -1.972615]], "forces_ev_per_a": [[0.446, 0.421, -0.240], [-0.224, -0.583, 0.552], [-0.027, -0.017, -0.045], [-0.057, -0.185, -0.369], [-0.143, 0.066, 0.099], [-0.108, 0.007, 0.070], [-0.148, 0.119, -0.198], [0.159, -0.183, 0.133], [-0.061, -0.093, 0.207], [-0.234, 0.078, 0.150], [0.198, -0.097, -0.220], [0.035, 0.061, 0.046], [-0.069, 0.131, 0.121], [0.317, 0.423, -0.101], [0.023, -0.194, 0.102], [-0.073, 0.300, -0.098], [-0.040, -0.005, -0.092], [0.055, -0.055, -0.114], [0.066, -0.057, -0.252], [0.033, 0.069, 0.216], [-0.040, -0.002, -0.021], [0.028, 0.131, 0.065], [0.024, 0.017, 0.404], [0.057, 0.047, 0.126], [-0.024, 0.005, 0.020], [0.078, 0.050, 0.001], [-0.033, -0.011, -0.058], [0.272, 0.103, -0.319], [-0.057, 0.008, 0.012], [-0.065, -0.021, 0.060], [0.015, -0.046, -0.026], [-0.187, -0.090, -0.078], [-0.021, 0.279, -0.252], [0.150, 0.035, 0.080], [-0.014, 0.053, 0.397], [-0.693, -0.794, -0.442], [0.113, -0.111, -0.042], [0.250, 0.237, 0.151], [0.037, 0.080, 0.043], [0.063, -0.019, -0.061], [-0.001, -0.006, -0.005], [-0.035, -0.080, -0.005], [-0.004, 0.010, -0.061], [0.034, -0.034, -0.012], [-0.002, 0.006, 0.020], [0.075, -0.082, 0.037], [0.001, 0.007, 0.003], [-0.078, 0.003, 0.052], [-0.043, -0.010, -0.013], [0.017, 0.004, 0.021], [0.005, 0.004, 0.001], [-0.037, -0.022, -0.015], [0.001, -0.005, 0.000], [0.007, 0.029, 0.015], [-0.037, -0.005, 0.016], [-0.013, 0.017, 0.012], [-0.028, -0.020, -0.021], [0.036, 0.019, 0.005], [-0.018, 0.023, -0.011], [0.003, 0.004, -0.017], [0.001, -0.030, -0.034], [0.007, -0.021, 0.005], [0.023, 0.033, -0.026], [0.019, -0.022, 0.006], [0.003, -0.003, 0.000], [0.013, 0.023, -0.009], [-0.050, 0.004, 0.007]], "gap_ev": [5.49, 5.68], "total_charge": -2, "energy_ev": -135032.2028, "s_squared": 3.767, "homo_ev": [-1.12, -1.32], "de_lowest_kj_mol": 0.00, "multiplicity": 4}